1.
2 unconnected molecules or ions with the total composition C11H20FNO in a non-equilibrium geometry, computed with the ωB97M-V functional and the def2-TZVPD basis.

total energy	-660.719425	hartree
Kohn-Sham gap (spin up / spin down)	7.713 / 7.713	eV
charge	0
LUMO energy (spin up / spin down)	0.007 / 0.007	hartree

Cartesian coordinates (Å):
1 C 1.8486 -2.4586 1.2053
2 C -1.3275 -0.6527 0.0480
3 C 1.4247 -0.0396 1.0509
4 C -3.9715 -0.6425 2.6353
5 C 3.4683 0.2115 -3.1373
6 C -1.5994 1.1586 1.4819
7 C 0.7134 1.2401 -1.9463
8 C -3.4912 -0.3434 1.2195
9 C 3.2801 0.8158 -1.7252
10 C -2.0176 -0.3279 1.2794
11 C 1.8839 0.5798 -1.1945
12 N 1.5306 -1.2656 0.9092
13 O 1.7276 0.8918 0.2350
14 F -2.3084 -0.5054 -0.9320
15 H 1.1066 -3.2470 1.0432
16 H 2.8871 -2.6861 1.5378
17 H -4.2858 -1.6865 2.7886
18 H -3.2111 -0.4110 3.4150
19 H -4.8661 0.0047 2.8335
20 H 3.6764 -0.8429 -3.0766
21 H 4.3402 0.5758 -3.6652
22 H 2.6434 0.3550 -3.7162
23 H -2.1895 1.6041 2.3363
24 H -0.5554 1.2629 1.6967
25 H -1.7285 1.7609 0.5330
26 H -0.2624 0.7730 -1.5906
27 H 0.6614 2.2434 -2.0279
28 H 0.7229 0.8667 -2.9407
29 H -3.9806 -0.9430 0.4779
30 H -3.7883 0.7256 0.9400
31 H 3.5100 1.9691 -1.7428
32 H 4.0358 0.3878 -0.9604
33 H -1.6829 -0.8593 2.2346
34 H 1.8052 -0.5148 -1.2454

Atoms 1-6, force components in eV/Å:
0.3313 -0.2390 -0.3513
-0.7642 -0.2590 -1.5407
0.1011 -0.4223 2.2310
-1.5648 0.6667 0.7515
2.2767 -0.2926 2.1644
-0.0966 1.2801 -0.3062

How positive or negative is each atom? The Mulliken charges in e answer that: -0.502 -0.780 -0.200 -1.175 -1.262 -1.351 -1.144 -0.559 -0.460 0.949 0.508 0.201 -0.264 -0.218 0.256 0.247 0.326 0.331 0.309 0.331 0.373 0.389 0.320 0.413 0.354 0.046 0.443 0.391 0.433 0.267 0.271 0.234 0.357 0.169

---

2.
A molecular structure, C7H6NO6Yb in a non-equilibrium geometry, computed with the ωB97M-V functional and the def2-TZVPD basis.

total energy	-1934.589517	hartree
Kohn-Sham gap (spin up / spin down)	8.100 / 7.138	eV
⟨S²⟩	0.758
charge	+2
LUMO energy (spin up / spin down)	-0.308 / -0.346	hartree
2S+1	2

Cartesian coordinates (Å):
1 O -2.5729 -2.8338 -1.2438
2 C -1.8624 -1.9263 -1.1351
3 Yb -0.6714 -0.3009 0.4568
4 O -2.0500 -3.4662 1.5610
5 C -1.4622 -2.5040 1.3670
6 C 1.1828 0.5076 1.9783
7 O 1.9359 1.0217 2.6840
8 C 0.5944 0.2845 -1.7565
9 O 1.2144 1.2764 -1.9900
10 C 1.2463 -1.4260 -0.5036
11 O 2.0943 -1.9597 -1.0784
12 H -0.2051 -0.1423 -2.4264
13 C -3.3211 3.0584 0.9123
14 C -2.4991 2.4904 -0.1483
15 N -2.4622 3.0418 -1.3663
16 O -1.8036 1.4538 0.0845
17 H -4.3876 2.9679 0.6981
18 H -3.0546 4.0926 1.1196
19 H -3.1308 2.5018 1.8274
20 H -1.8350 2.5993 -2.0372
21 H -3.0402 3.8594 -1.5688

Atoms 1-6, force components in eV/Å:
2.9830 3.8991 -0.0080
-3.4493 -4.1889 -0.9030
-0.1855 0.3601 0.5181
2.0444 3.0101 -0.4004
-2.2049 -3.7561 1.3827
3.4845 2.4720 3.3625

How positive or negative is each atom? The Mulliken charges in e answer that: -0.094 0.234 1.088 -0.067 0.175 0.210 -0.065 0.011 -0.204 0.295 -0.154 0.360 -1.087 0.706 -0.295 -0.591 0.351 0.370 0.298 0.207 0.255

---

3.
A molecular structure, C14H41B4NO10S7 in a non-equilibrium geometry, computed with the ωB97M-V functional and the def2-TZVPD basis.

total energy	-4251.983210	hartree
Kohn-Sham gap	8.383	eV
charge	0
LUMO energy	-0.004	hartree

Cartesian coordinates (Å):
1 C -3.1004 3.8344 2.6660
2 B -2.2962 4.1034 1.3153
3 O -2.8011 3.7012 0.0711
4 B -0.7857 4.8483 1.3883
5 O -0.0975 5.0299 2.6257
6 B 1.0117 4.1551 2.4949
7 O 1.9086 4.4798 1.4370
8 B 1.1016 4.4813 0.2709
9 N 1.4818 3.5560 -0.8264
10 C 0.8396 2.5603 -0.6618
11 S 0.0435 1.2658 -0.1685
12 O -0.0378 5.3085 0.2431
13 H -2.9052 4.5749 3.4713
14 H -2.7551 2.8327 3.0467
15 H -4.2013 3.7652 2.4892
16 H -3.7574 3.8820 0.1407
17 H 1.1330 3.1996 3.1770
18 C -0.1899 -1.6787 3.2616
19 S -1.4567 -0.5190 2.7271
20 O -1.5318 0.5651 3.7482
21 C -2.8498 -1.6246 3.0100
22 H 0.7777 -1.1815 3.2049
23 H -0.3788 -1.9882 4.2896
24 H -0.1889 -2.5480 2.6029
25 H -2.8688 -1.9360 4.0550
26 H -2.7607 -2.4948 2.3587
27 H -3.7675 -1.0875 2.7735
28 C -2.2062 5.3836 -4.9128
29 S -2.0224 5.0868 -3.1449
30 O -3.3044 5.4801 -2.4943
31 C -0.8422 6.4151 -2.8571
32 H -2.9401 4.6811 -5.3053
33 H -2.5524 6.4033 -5.0857
34 H -1.2490 5.2220 -5.4104
35 H -1.2765 7.3689 -3.1609
36 H 0.0702 6.2188 -3.4223
37 H -0.6110 6.4418 -1.7937
38 C 2.5100 -4.9340 1.4671
39 S 2.6334 -5.2603 3.2330
40 O 1.3297 -4.8754 3.8513
41 C 3.8064 -3.9415 3.5825
42 H 1.7876 -5.6281 1.0365
43 H 2.1728 -3.9093 1.3008
44 H 3.4845 -5.0896 1.0005
45 H 3.3846 -2.9801 3.2821
46 H 4.7366 -4.1305 3.0450
47 H 4.0053 -3.9305 4.6534
48 C 1.0153 -8.4330 -1.9424
49 S -0.0811 -7.9870 -0.5843
50 O 0.3596 -6.6581 -0.0759
51 C 0.5307 -9.2308 0.5657
52 H 0.8320 -7.7488 -2.7696
53 H 2.0548 -8.3482 -1.6230
54 H 0.8011 -9.4536 -2.2619
55 H 1.6012 -9.0946 0.7247
56 H 0.3325 -10.2253 0.1642
57 H 0.0048 -9.1109 1.5119
58 C 7.3610 -2.2035 1.8234
59 S 7.0162 -3.9361 1.4707
60 O 6.8297 -4.6281 2.7758
61 C 8.6696 -4.3382 0.8813
62 H 6.4630 -1.7540 2.2450
63 H 8.1782 -2.1272 2.5416
64 H 7.6233 -1.6897 0.8978
65 H 9.4024 -4.1249 1.6602
66 H 8.8885 -3.7535 -0.0129
67 H 8.6978 -5.3989 0.6361
68 C -7.5612 6.6689 -5.1911
69 S -5.9346 5.9024 -5.3115
70 O -5.5044 5.9915 -6.7354
71 C -6.5048 4.2179 -5.0249
72 H -7.4516 7.7361 -5.3778
73 H -8.2316 6.2360 -5.9348
74 H -7.9613 6.5154 -4.1881
75 H -7.2431 3.9427 -5.7794
76 H -6.9398 4.1468 -4.0275
77 H -5.6478 3.5493 -5.0939

Atoms 1-6, force components in eV/Å:
-0.2697 0.0196 -0.2050
-1.0737 -0.7228 -0.2365
-0.0510 1.2441 1.4635
1.1381 1.7079 0.3076
0.0477 -2.0438 -1.1896
0.2631 1.9774 -0.0105

How positive or negative is each atom? The Mulliken charges in e answer that: -0.780 0.671 -0.476 -0.156 -0.466 0.601 -0.384 0.281 -0.449 0.492 -0.265 -0.025 0.248 0.240 0.228 0.250 -0.065 -1.031 0.685 -0.664 -1.064 0.344 0.366 0.347 0.338 0.346 0.322 -0.984 0.619 -0.609 -0.817 0.265 0.274 0.410 0.424 0.342 0.121 -0.495 0.447 -0.613 -0.517 0.081 0.229 0.339 0.193 0.032 0.383 -0.927 0.418 -0.588 -0.922 0.319 0.287 0.371 0.285 0.380 0.322 -0.918 0.548 -0.630 -0.983 0.285 0.322 0.357 0.317 0.360 0.328 -1.025 0.673 -0.649 -0.940 0.306 0.318 0.353 0.356 0.347 0.270

---

4.
5 unconnected molecules or ions with the total composition C35H55BrF3N5O5P in a non-equilibrium geometry, computed with the ωB97M-V functional and the def2-TZVPD basis.

total energy	-5230.888941	hartree
Kohn-Sham gap	5.725	eV
charge	+1
LUMO energy	-0.135	hartree

Cartesian coordinates (Å):
1 C 3.8708 -0.9372 -0.0681
2 C 2.4157 -1.7175 0.2005
3 O 2.2307 -2.6143 -0.9494
4 C 0.8405 -2.5012 -1.5016
5 C 0.9629 -1.8583 -2.9952
6 C 1.5535 -3.0424 -3.9414
7 N 0.9164 -3.3169 -5.2541
8 C -0.4987 -2.9238 -5.4949
9 C -1.2786 -2.1389 -4.2941
10 C -1.9355 -3.2421 -3.2215
11 C -1.4209 -4.7643 -3.3037
12 O -1.4958 -5.3156 -1.9065
13 C -2.4273 -5.7816 -4.1725
14 F -3.2166 -5.0842 -5.2111
15 F -1.6899 -6.9713 -4.6681
16 F -3.4351 -6.2989 -3.1725
17 P -2.9100 -1.4672 -5.1434
18 C -2.5662 0.0266 -6.2924
19 C -4.1446 -0.8373 -3.7667
20 C -4.1721 0.7454 -3.4949
21 C -0.3239 -1.0183 -3.5751
22 C 0.3099 0.1736 -4.4628
23 C 1.3627 -0.1441 -5.6648
24 O 2.6554 -0.4275 -5.3326
25 Br 1.0647 -0.0385 -7.6415
26 O -1.2086 -0.4045 -2.5857
27 C -0.6465 0.5076 -1.6336
28 C -0.9463 2.1024 -1.8022
29 C -1.9397 2.7318 -0.6122
30 O -1.4963 2.5418 -3.0830
31 H 4.4356 -0.6814 0.9244
32 H 3.5639 0.0412 -0.6798
33 H 4.4786 -1.6721 -0.7756
34 H 2.4484 -2.3109 1.2355
35 H 1.6251 -0.8620 0.3022
36 H 0.4688 -3.6345 -1.5758
37 H 0.0985 -1.9890 -0.7649
38 H 1.8368 -1.0463 -2.8982
39 H 1.6139 -4.0864 -3.3623
40 H 2.7004 -2.7896 -4.1662
41 H 1.5345 -2.8976 -6.0131
42 H 0.9845 -4.3671 -5.4237
43 H -0.5029 -2.1772 -6.4277
44 H -1.0751 -3.8834 -5.9117
45 H -1.8269 -2.8798 -2.0886
46 H -3.1210 -3.3415 -3.3464
47 H -0.3512 -4.9954 -3.6688
48 H -0.7541 -6.0081 -1.8680
49 H -3.5759 0.1747 -6.9156
50 H -2.3741 1.0441 -5.7682
51 H -1.7715 -0.3175 -7.0711
52 H -3.9763 -1.4022 -2.7423
53 H -5.2155 -1.1810 -4.1647
54 H -5.2673 1.0118 -3.0949
55 H -3.4726 0.9537 -2.5495
56 H -3.9882 1.4684 -4.3875
57 H -0.4211 0.9948 -4.8630
58 H 1.0243 0.7970 -3.7242
59 H 0.5354 0.4188 -1.4789
60 H -1.0865 0.2136 -0.5608
61 H 0.0801 2.6971 -1.6616
62 H -1.6519 3.8876 -0.5241
63 H -3.0287 2.6128 -1.0283
64 H -1.7581 2.2042 0.4282
65 H -1.9484 3.4508 -2.9644
66 N 3.5584 1.6634 3.7472
67 C 3.8117 0.7792 4.7634
68 C 2.8385 -0.1945 4.7327
69 C 1.9712 0.1099 3.6565
70 C 2.4409 1.2604 3.0636
71 H 4.1103 2.4843 3.5345
72 H 4.6596 0.9191 5.4205
73 H 2.7623 -1.0342 5.4114
74 H 1.0983 -0.4502 3.3469
75 H 2.0758 1.8261 2.2168
76 N -3.7624 3.6196 2.8266
77 C -3.1616 4.4228 3.7606
78 C -3.6664 5.6956 3.6153
79 C -4.6093 5.6574 2.5604
80 C -4.6507 4.3628 2.0935
81 H -3.5797 2.6327 2.6989
82 H -2.4271 4.0212 4.4458
83 H -3.3868 6.5582 4.2062
84 H -5.1955 6.4851 2.1825
85 H -5.2336 3.9082 1.3037
86 N 4.8687 -2.7243 6.8156
87 C 3.8898 -3.6453 7.0840
88 C 4.4798 -4.7259 7.7009
89 C 5.8622 -4.4441 7.8137
90 C 6.0741 -3.2006 7.2617
91 H 4.7242 -1.8324 6.3604
92 H 2.8603 -3.4541 6.8125
93 H 3.9693 -5.6200 8.0347
94 H 6.6213 -5.0796 8.2511
95 H 6.9771 -2.6160 7.1474
96 N -1.1287 6.7830 6.5984
97 C -0.3515 7.8536 6.2406
98 C 0.8539 7.3703 5.7826
99 C 0.7994 5.9582 5.8615
100 C -0.4371 5.6227 6.3659
101 H -2.0663 6.8400 6.9744
102 H -0.7210 8.8651 6.3436
103 H 1.6824 7.9700 5.4286
104 H 1.5781 5.2611 5.5801
105 H -0.8823 4.6602 6.5798

Atoms 1-6, force components in eV/Å:
-1.2239 -0.5185 -0.6691
1.8907 1.0510 1.2040
-2.7609 1.6559 0.5669
0.0380 -1.8542 0.0076
1.0489 1.0853 1.2159
2.8686 -0.2589 2.3324

Atomic partial charges in e from the Mulliken method, atoms 1 to 99: -0.885 0.136 -0.376 -0.743 1.188 -1.775 0.463 -1.476 1.094 -1.113 -0.542 -0.551 0.631 -0.224 -0.270 -0.263 -0.092 -0.794 -0.570 -0.418 -0.034 -0.201 -0.345 -0.511 -0.060 -0.110 -0.094 0.187 -1.064 -0.526 0.290 0.169 0.285 0.296 -0.087 0.111 0.355 0.721 0.394 0.163 0.553 0.567 0.245 0.189 0.054 0.584 0.456 0.430 0.388 0.161 0.207 0.298 0.501 0.389 -0.201 0.190 0.416 0.439 -0.061 0.335 0.226 0.370 0.262 0.272 0.363 0.039 -0.679 -0.033 -0.497 -0.763 0.200 0.409 0.388 0.459 0.495 0.001 -0.500 -0.113 -0.703 -0.483 0.211 0.340 0.437 0.405 0.405 0.123 -0.248 -0.553 -0.454 -0.438 0.148 0.312 0.373 0.380 0.346 0.021 -0.467 -0.487 -0.263